## a
{
  "formula": "C41H47B2NO4S2Zr",
  "method": "ωB97M-V/def2-TZVPD",
  "homo_lumo_gap_ev": 6.5,
  "charge": 0,
  "e_homo_ev": -6.573,
  "lumo_energy_ha": -0.0042,
  "species": ["Zr", "C", "C", "C", "C", "C", "C", "C", "C", "C", "C", "H", "H", "H", "H", "H", "H", "H", "H", "H", "H", "H", "H", "H", "H", "S", "C", "C", "C", "C", "C", "C", "S", "H", "H", "H", "H", "C", "N", "C", "C", "C", "C", "C", "C", "C", "C", "H", "H", "H", "H", "H", "H", "H", "H", "H", "H", "H", "H", "H", "C", "C", "C", "C", "C", "C", "C", "C", "O", "B", "O", "C", "C", "H", "H", "H", "H", "H", "H", "H", "H", "H", "H", "H", "H", "O", "B", "O", "C", "C", "C", "C", "C", "C", "H", "H", "H", "H"],
  "positions_angstrom": [[0.15, 0.85, -0.33], [0.61, 5.68, -0.22], [0.37, 4.90, -1.51], [1.72, 4.51, -2.12], [-0.57, 3.71, -1.34], [-1.34, 3.51, -0.19], [-2.36, 2.57, -0.15], [-2.66, 1.78, -1.25], [-3.89, 0.91, -1.26], [-1.84, 1.89, -2.37], [-0.81, 2.84, -2.41], [1.28, 6.51, -0.42], [1.06, 5.03, 0.53], [-0.32, 6.09, 0.18], [-0.14, 5.56, -2.22], [2.30, 3.93, -1.39], [2.28, 5.42, -2.36], [1.63, 3.93, -3.03], [-1.17, 4.13, 0.68], [-2.96, 2.48, 0.75], [-4.04, 0.46, -0.28], [-3.83, 0.13, -2.01], [-4.76, 1.53, -1.49], [-2.03, 1.29, -3.25], [-0.25, 2.94, -3.33], [0.99, 2.59, 1.42], [2.39, 1.93, 2.24], [3.21, 2.79, 2.98], [4.27, 2.31, 3.73], [4.54, 0.95, 3.75], [3.76, 0.09, 2.99], [2.69, 0.56, 2.24], [1.70, -0.58, 1.34], [2.99, 3.85, 2.97], [4.88, 2.99, 4.30], [5.34, 0.55, 4.36], [3.96, -0.98, 2.99], [4.77, -2.69, -1.08], [3.43, -2.97, -1.65], [2.66, -3.90, -0.79], [2.74, -1.65, -1.93], [1.30, -1.79, -2.33], [1.06, -2.71, -3.35], [-0.21, -2.93, -3.84], [-1.25, -2.19, -3.30], [-1.00, -1.27, -2.30], [0.27, -0.99, -1.77], [5.33, -3.62, -0.96], [4.62, -2.23, -0.10], [5.31, -2.00, -1.72], [3.55, -3.43, -2.55], [2.49, -3.42, 0.17], [3.22, -4.82, -0.66], [1.70, -4.11, -1.25], [3.33, -1.18, -2.72], [2.80, -1.06, -1.02], [1.88, -3.28, -3.78], [-0.39, -3.66, -4.62], [-2.26, -2.35, -3.67], [-1.86, -0.74, -1.90], [-5.90, -4.02, 4.95], [-5.81, -2.64, 4.31], [-5.87, -1.59, 5.43], [-7.02, -2.46, 3.38], [-4.53, -2.45, 3.49], [-3.63, -3.49, 3.26], [-2.49, -3.34, 2.47], [-2.27, -2.11, 1.90], [-1.28, -1.68, 1.08], [-1.51, -0.31, 0.78], [-2.71, 0.04, 1.46], [-3.15, -1.06, 2.13], [-4.28, -1.20, 2.91], [-6.81, -4.09, 5.54], [-5.05, -4.20, 5.62], [-5.93, -4.81, 4.19], [-6.77, -1.74, 6.03], [-5.90, -0.58, 5.03], [-5.00, -1.67, 6.08], [-7.95, -2.62, 3.93], [-6.98, -3.18, 2.56], [-7.04, -1.45, 2.95], [-3.80, -4.46, 3.72], [-1.80, -4.17, 2.32], [-4.94, -0.36, 3.06], [1.88, 1.35, -3.21], [1.84, 1.45, -1.79], [3.19, 1.57, -1.37], [3.99, 1.54, -2.47], [5.36, 1.60, -2.57], [5.91, 1.52, -3.85], [5.11, 1.38, -4.97], [3.72, 1.32, -4.87], [3.18, 1.40, -3.60], [5.98, 1.73, -1.69], [6.99, 1.58, -3.96], [5.57, 1.33, -5.95], [3.09, 1.21, -5.74]],
  "mulliken_charge": [-3.258, -1.648, 0.659, -1.120, 1.368, -0.832, -0.786, 1.244, -1.426, -0.838, -0.325, 0.460, 0.268, 0.379, 0.363, 0.066, 0.595, 0.251, 0.156, 0.244, 0.101, 0.341, 0.475, 0.280, 0.368, -0.563, 0.444, -0.650, -0.711, -0.596, -0.567, 0.388, -0.531, 0.412, 0.375, 0.365, 0.404, -0.783, 0.182, -0.732, -0.547, 0.908, -0.591, -1.048, -1.269, -0.467, 1.713, 0.363, 0.307, 0.338, 0.424, 0.301, 0.389, 0.309, 0.143, -0.206, 0.228, 0.399, 0.468, 0.230, -2.157, 2.130, -1.647, -1.618, 0.571, -0.222, -2.174, 0.921, -0.182, -0.203, 0.751, -0.074, -0.877, 0.431, 0.435, 0.414, 0.459, 0.296, 0.376, 0.445, 0.359, 0.325, 0.452, 0.497, 0.472, -0.726, 2.994, 0.165, 1.082, -1.171, -0.609, -0.660, -1.188, 0.804, 0.549, 0.426, 0.409, 0.533]
}



## b
{
  "formula": "C41H47B2NO4S2Zr",
  "method": "ωB97M-V/def2-TZVPD",
  "homo_lumo_gap_ev": 6.7,
  "charge": 0,
  "e_homo_ev": -6.798,
  "lumo_energy_ha": -0.0028,
  "species": ["Zr", "C", "C", "C", "C", "C", "C", "C", "C", "C", "C", "H", "H", "H", "H", "H", "H", "H", "H", "H", "H", "H", "H", "H", "H", "S", "C", "C", "C", "C", "C", "C", "S", "H", "H", "H", "H", "C", "N", "C", "C", "C", "C", "C", "C", "C", "C", "H", "H", "H", "H", "H", "H", "H", "H", "H", "H", "H", "H", "H", "C", "C", "C", "C", "C", "C", "C", "C", "O", "B", "O", "C", "C", "H", "H", "H", "H", "H", "H", "H", "H", "H", "H", "H", "H", "O", "B", "O", "C", "C", "C", "C", "C", "C", "H", "H", "H", "H"],
  "positions_angstrom": [[0.15, -0.85, 0.24], [-2.29, 3.64, 2.47], [-0.94, 3.21, 3.02], [0.19, 3.59, 2.06], [-0.88, 1.75, 3.45], [-1.99, 0.89, 3.43], [-1.94, -0.36, 4.05], [-0.79, -0.80, 4.69], [-0.77, -2.14, 5.40], [0.33, 0.02, 4.65], [0.29, 1.26, 4.03], [-2.27, 4.71, 2.26], [-3.10, 3.46, 3.18], [-2.53, 3.13, 1.54], [-0.77, 3.77, 3.95], [0.13, 3.01, 1.14], [1.18, 3.43, 2.50], [0.12, 4.65, 1.80], [-2.92, 1.21, 2.98], [-2.84, -0.97, 4.06], [-1.61, -2.23, 6.09], [0.15, -2.26, 5.98], [-0.81, -2.96, 4.69], [1.26, -0.32, 5.10], [1.17, 1.88, 4.05], [0.71, -2.36, 2.20], [2.11, -3.28, 1.61], [2.81, -4.03, 2.57], [3.90, -4.81, 2.22], [4.32, -4.83, 0.89], [3.64, -4.08, -0.06], [2.53, -3.30, 0.28], [1.73, -2.42, -1.04], [2.48, -3.99, 3.60], [4.42, -5.38, 2.97], [5.17, -5.43, 0.59], [3.96, -4.09, -1.09], [-1.20, -5.16, 1.51], [-2.60, -4.67, 1.80], [-3.02, -5.01, 3.18], [-2.75, -3.19, 1.49], [-2.65, -3.00, 0.00], [-3.66, -3.57, -0.78], [-3.58, -3.54, -2.16], [-2.46, -2.94, -2.74], [-1.49, -2.38, -1.93], [-1.53, -2.37, -0.53], [-1.19, -6.24, 1.67], [-0.52, -4.64, 2.18], [-0.96, -4.91, 0.48], [-3.21, -5.14, 1.13], [-2.35, -4.48, 3.87], [-2.94, -6.08, 3.33], [-4.04, -4.67, 3.33], [-1.94, -2.69, 2.02], [-3.72, -2.90, 1.91], [-4.54, -4.01, -0.31], [-4.36, -3.97, -2.78], [-2.35, -2.91, -3.82], [-0.63, -1.94, -2.45], [4.70, 4.40, -5.06], [3.54, 3.44, -4.81], [3.73, 2.21, -5.71], [2.24, 4.15, -5.20], [3.46, 2.99, -3.35], [4.35, 3.43, -2.38], [4.27, 3.01, -1.04], [3.27, 2.15, -0.72], [2.96, 1.59, 0.51], [1.85, 0.77, 0.31], [1.48, 0.86, -1.07], [2.38, 1.71, -1.67], [2.44, 2.10, -2.98], [4.71, 4.69, -6.11], [5.67, 3.94, -4.83], [4.61, 5.31, -4.46], [3.81, 2.52, -6.76], [2.90, 1.51, -5.63], [4.64, 1.67, -5.44], [2.29, 4.49, -6.24], [2.06, 5.02, -4.56], [1.37, 3.49, -5.11], [5.15, 4.11, -2.65], [4.98, 3.36, -0.29], [1.71, 1.73, -3.69], [-2.82, 0.32, -0.90], [-1.65, 0.62, -0.15], [-1.43, 2.02, -0.32], [-2.42, 2.51, -1.13], [-2.61, 3.80, -1.56], [-3.72, 4.02, -2.39], [-4.57, 2.98, -2.75], [-4.36, 1.67, -2.29], [-3.26, 1.48, -1.48], [-1.94, 4.60, -1.28], [-3.91, 5.02, -2.76], [-5.41, 3.18, -3.40], [-5.00, 0.85, -2.57]],
  "mulliken_charge": [-1.390, -1.739, 0.853, -1.219, 0.241, -0.157, -0.366, 0.797, -1.338, -0.686, -0.600, 0.475, 0.400, 0.145, 0.437, -0.059, 0.376, 0.487, 0.282, 0.359, 0.413, 0.364, -0.031, 0.277, 0.276, 0.265, -0.007, -0.615, -0.721, -0.574, -0.690, 0.502, -0.419, 0.465, 0.378, 0.353, 0.431, -0.776, 0.091, -0.697, 0.432, -0.326, -0.475, -0.993, -0.957, 0.107, 1.604, 0.402, 0.263, 0.290, 0.452, 0.214, 0.365, 0.348, -1.060, 0.487, 0.405, 0.389, 0.436, 0.285, -2.180, 2.215, -1.651, -1.650, 0.523, -0.357, -1.976, 1.115, -0.916, 0.996, 0.187, -0.516, -0.577, 0.431, 0.430, 0.427, 0.449, 0.320, 0.368, 0.452, 0.363, 0.332, 0.470, 0.473, 0.490, -0.606, 1.703, -0.152, 0.277, -1.083, -0.626, -0.559, -1.007, 0.714, 0.537, 0.423, 0.401, 0.508]
}



a is the most stable structure; the next one sits 14.8 kcal/mol above it.



## a
{
  "formula": "C2H5NP2",
  "method": "ωB97M-V/def2-TZVPD",
  "homo_lumo_gap_ev": 8.8,
  "charge": 0,
  "smiles": "C1N=PCP1",
  "e_homo_ev": -8.831,
  "lumo_energy_ha": -0.0026,
  "species": ["C", "N", "P", "C", "P", "H", "H", "H", "H", "H"],
  "positions_angstrom": [[0.11, -1.41, 0.26], [1.42, -1.11, -0.07], [2.05, 0.34, -0.10], [0.46, 1.24, 0.29], [-0.94, 0.17, -0.15], [-0.06, -2.28, -0.29], [0.20, -1.65, 1.33], [0.62, 1.41, 1.39], [0.47, 2.17, -0.16], [-0.73, 0.21, -1.66]],
  "nbo_charge": [-0.496, -0.815, 0.993, -1.109, 0.500, 0.226, 0.233, 0.252, 0.249, -0.032]
}



## b
{
  "formula": "C2H5NP2",
  "method": "ωB97M-V/def2-TZVPD",
  "homo_lumo_gap_ev": 6.9,
  "charge": 0,
  "e_homo_ev": -7.539,
  "lumo_energy_ha": -0.0246,
  "species": ["C", "C", "N", "P", "P", "H", "H", "H", "H", "H"],
  "positions_angstrom": [[0.89, 0.41, -1.67], [-0.50, -0.53, 1.53], [1.74, 1.10, -0.98], [2.43, 1.96, 0.05], [-1.01, -0.07, -0.04], [0.23, 0.95, -2.32], [1.11, -0.71, -1.69], [-0.40, -1.65, 1.62], [0.09, 0.18, 2.00], [-0.97, 1.23, 0.08]],
  "nbo_charge": [-0.302, -0.850, -0.743, 0.664, 0.443, 0.224, 0.233, 0.220, 0.202, -0.090]
}



## c
{
  "formula": "C2H5NP2",
  "method": "ωB97M-V/def2-TZVPD",
  "homo_lumo_gap_ev": [7.1, 6.0],
  "charge": 0,
  "e_homo_ev": [-7.770, -7.587],
  "lumo_energy_ha": [-0.0235, -0.0578],
  "species": ["C", "C", "N", "P", "P", "H", "H", "H", "H", "H"],
  "positions_angstrom": [[0.76, 0.07, 0.32], [2.01, -0.37, -0.24], [-2.39, -0.31, 0.22], [-3.56, 0.72, 0.08], [-1.27, -1.17, 0.80], [0.24, 0.91, -0.19], [2.01, -1.50, -0.04], [1.91, -0.18, -1.25], [3.04, -0.16, 0.22], [-2.75, 1.98, 0.09]],
  "nbo_charge": [-0.282, -0.767, -1.324, 0.704, 0.940, 0.139, 0.223, 0.224, 0.250, -0.107]
}



## d
{
  "formula": "C2H5NP2",
  "method": "ωB97M-V/def2-TZVPD",
  "homo_lumo_gap_ev": [7.3, 8.5],
  "charge": 0,
  "e_homo_ev": [-9.145, -8.718],
  "lumo_energy_ha": [-0.0671, -0.0098],
  "species": ["C", "C", "N", "P", "P", "H", "H", "H", "H", "H"],
  "positions_angstrom": [[1.73, -1.37, -0.37], [-0.42, 2.03, 1.35], [2.77, -1.54, -0.87], [-0.73, -0.86, -1.50], [0.23, -1.04, 0.40], [-1.20, 1.46, 1.81], [-0.47, 2.18, 0.26], [0.30, 2.75, 1.67], [-1.97, -1.41, -1.16], [-0.25, -2.21, -1.59]],
  "nbo_charge": [-0.172, -0.512, -0.266, 0.042, 0.362, 0.186, 0.160, 0.186, -0.008, 0.022]
}



a is the most stable structure; the next one sits 59.8 kcal/mol above it.



## a
{
  "formula": "CH3O3",
  "method": "ωB97M-V/def2-TZVPD",
  "homo_lumo_gap_ev": 8.8,
  "charge": -1,
  "e_homo_ev": -4.302,
  "lumo_energy_ha": 0.1652,
  "species": ["O", "H", "H", "O", "O", "C", "H"],
  "positions_angstrom": [[1.59, -0.86, -0.60], [1.25, -1.50, -1.27], [0.89, -0.17, -0.55], [-2.18, 0.49, 0.61], [-0.23, 1.01, -0.38], [-0.92, 0.62, 0.61], [-0.39, 0.42, 1.58]],
  "nbo_charge": [-1.007, 0.443, 0.503, -0.774, -0.807, 0.618, 0.025]
}



## b
{
  "formula": "CH3O3",
  "method": "ωB97M-V/def2-TZVPD",
  "homo_lumo_gap_ev": 8.9,
  "charge": -1,
  "e_homo_ev": -4.363,
  "lumo_energy_ha": 0.1674,
  "species": ["O", "C", "O", "H", "H", "H", "O"],
  "positions_angstrom": [[-0.77, 0.43, -0.24], [-0.96, -0.69, 0.30], [-0.16, -1.40, 0.92], [-1.98, -1.12, 0.19], [2.31, 0.86, -0.49], [0.80, 1.09, -0.66], [1.68, 1.47, -0.89]],
  "nbo_charge": [-0.811, 0.634, -0.772, -0.006, 0.450, 0.515, -1.009]
}



b is the most stable structure; the next one sits 4.5 kcal/mol above it.